No. 1
91
Properties=species:S:1:pos:R:3:forces:R:3:mulliken_charge:R:1 method="wB97M-V/def2-TZVPD" e_homo_ha=-0.371 charge=+1 homo_lumo_gap_ev=7.94 relative_energy_ev=1.972 e_tot_ha=-3212.0817 lumo_energy_ev=-2.162
Li 1.9600 -1.2653 -1.4457 0.147 -0.161 0.432 1.190
C -2.4924 -1.4367 -1.4722 1.755 0.696 -1.239 -1.363
C -1.6604 -2.3580 -0.6071 -0.215 -0.155 -0.774 -1.454
P -0.0183 -2.8882 -1.3267 0.310 0.556 1.205 0.851
C -0.4340 -4.0081 -2.6878 -0.338 0.385 0.685 0.367
C -0.2099 -3.4577 -3.9409 -0.962 -1.391 -0.849 -0.479
C -0.7771 -4.0909 -5.0410 -0.118 -0.218 -0.433 -0.576
C -1.5218 -5.2676 -4.8956 0.071 0.198 -0.446 -0.523
C -1.6838 -5.8564 -3.6654 -0.070 -0.318 1.932 -0.606
C -1.1495 -5.1897 -2.5255 -0.023 -0.522 -1.532 -0.570
C 0.5490 -3.9072 0.0868 0.317 -0.162 -0.868 0.861
C 0.1337 -3.6578 1.3660 -0.924 -0.025 1.438 -0.449
C 0.5527 -4.4344 2.4514 -0.152 1.158 0.613 -1.051
C 1.5626 -5.3045 2.2629 1.319 -2.349 -0.526 -0.326
C 2.0071 -5.6189 0.9662 -1.039 2.029 -0.262 -0.851
C 1.5033 -4.9050 -0.1262 0.265 -0.632 -0.121 -0.542
P -1.8867 0.3244 -1.3783 -0.891 0.721 0.586 0.889
C -3.0708 1.2092 -2.4610 -0.775 -0.601 0.198 0.384
C -4.2730 0.6062 -2.9017 0.675 -0.574 -0.349 -0.192
C -5.1334 1.2884 -3.7459 0.141 1.594 0.829 -0.934
C -4.9345 2.6665 -3.8874 -0.804 -0.855 -0.758 -0.313
C -3.8346 3.2727 -3.3590 -0.439 2.432 -0.611 -0.594
C -2.8856 2.5648 -2.7089 1.739 -0.292 0.644 -0.510
C -0.3448 0.5489 -2.3302 0.679 -0.405 0.746 1.195
C -0.2395 0.3805 -3.7002 -0.376 -0.986 -0.001 -0.335
C 0.9978 0.4661 -4.2989 3.074 1.050 -1.161 -0.592
C 2.2367 0.8052 -3.6236 -4.884 -0.596 2.502 -0.891
C 2.0610 0.9882 -2.2199 -1.746 -0.838 -2.658 -0.272
C 0.8259 0.8527 -1.5986 -0.868 0.386 -0.167 -1.098
H -3.4844 -1.4402 -1.0815 -0.822 0.178 0.123 0.617
H -2.4816 -1.7699 -2.5160 -0.335 -0.086 0.049 0.683
H -2.2473 -3.2613 -0.5604 -0.058 -0.644 0.459 0.707
H -1.6093 -1.9027 0.3787 0.470 -0.155 -0.001 0.568
H 0.3799 -2.5940 -4.0862 0.464 0.931 0.036 0.429
H -0.6560 -3.6899 -6.0471 0.069 0.009 0.275 0.408
H -1.9776 -5.7501 -5.7538 0.156 0.180 -0.070 0.383
H -2.2496 -6.8199 -3.5395 0.698 1.160 -0.178 0.348
H -1.1957 -5.6173 -1.5484 -0.369 -0.260 0.520 0.487
H -0.5688 -2.8774 1.5950 -0.184 0.098 -0.105 0.248
H 0.2114 -4.3285 3.4898 -0.227 0.453 -0.679 0.378
H 1.9812 -5.8769 3.0992 -0.210 0.259 -0.284 0.392
H 2.7663 -6.3113 0.8050 1.116 -1.251 -0.138 0.526
H 1.8197 -5.1241 -1.1679 -0.089 0.032 0.857 0.352
H -4.4901 -0.4339 -2.6518 0.119 0.297 -0.170 0.270
H -6.0370 0.9155 -4.1757 -0.261 -0.756 -0.043 0.397
H -5.6470 3.2472 -4.4544 -0.094 0.046 -0.026 0.381
H -3.7361 4.3767 -3.4643 0.075 -0.967 0.019 0.326
H -1.9767 3.1096 -2.4178 -0.380 -0.543 0.203 0.263
H -1.1308 0.0152 -4.2407 0.587 0.581 0.012 0.500
H 1.1622 0.4027 -5.3847 -0.703 -0.314 0.396 0.385
H 3.1312 0.9747 -4.1130 1.582 0.091 -0.951 0.592
H 2.7870 1.1948 -1.5527 2.997 0.938 1.644 0.728
H 0.7866 1.0645 -0.5158 -0.168 -0.368 -0.669 -0.057
N 3.2743 -1.8946 2.1674 0.096 0.124 -1.568 0.057
C 3.8718 -1.9986 0.9501 -2.434 0.581 0.683 0.404
O 3.2135 -1.6790 -0.0472 0.241 0.032 -0.712 -0.664
C 5.2756 -2.4288 0.8697 1.377 -2.250 -0.012 -1.085
I 6.4470 -0.7246 1.2933 0.383 0.201 0.164 0.103
H 2.3611 -1.4242 2.2308 0.580 -0.360 0.011 -0.175
H 3.7748 -2.1579 2.9746 0.335 -0.135 0.934 0.200
H 5.5787 -2.7715 -0.1458 -0.596 0.456 0.714 0.376
H 5.5322 -3.3038 1.5651 -0.400 1.536 -0.692 0.445
C 2.6499 3.9064 4.4944 1.822 -0.317 -1.378 -1.035
C 2.0219 2.6581 5.0672 -0.492 -0.794 0.635 -0.546
C 1.5237 1.6012 4.0531 0.291 0.035 0.606 -0.751
N 0.3923 2.1016 3.3125 -0.903 1.406 -0.139 0.352
C -0.1509 1.4990 2.2725 -0.007 0.362 0.550 0.173
S 0.2988 -0.0268 1.8561 0.232 -1.400 -0.516 0.015
N -1.1515 2.1377 1.5532 0.034 -0.311 -1.031 -0.009
C -1.2617 3.4705 1.1490 -0.812 1.411 0.651 0.323
O -1.6508 3.7563 0.0318 0.614 -0.445 0.764 -0.451
C -1.0798 4.5463 2.2157 0.381 -0.234 -0.382 0.686
C -0.4689 5.7479 1.8855 0.141 -1.153 -3.330 -0.782
C -0.3164 6.7373 2.7959 0.506 1.048 1.461 -0.535
C -0.7193 6.6007 4.1214 -0.556 -1.460 -0.689 -0.792
C -1.3071 5.3741 4.4402 -1.468 1.723 3.811 0.082
C -1.5183 4.4030 3.5300 -0.364 -1.161 -1.256 -0.455
H 3.0563 4.5167 5.2695 0.203 0.412 0.784 0.389
H 2.0577 4.5791 3.8949 -0.778 -0.074 -0.219 0.176
H 3.5563 3.6753 3.8388 -1.122 -0.021 0.748 0.266
H 1.1248 2.9282 5.7089 1.071 -0.303 -0.496 0.267
H 2.7893 2.1530 5.7275 -0.969 0.508 -0.601 0.331
H 1.2659 0.6752 4.5769 -0.321 0.162 0.133 0.353
H 2.2510 1.2529 3.3236 0.502 0.381 -0.048 0.502
H -0.0356 3.0136 3.5291 0.824 -0.614 0.262 -0.235
H -1.4335 1.5524 0.7536 -0.107 -0.113 0.212 -0.411
H -0.1632 5.8798 0.7802 -0.377 -0.076 2.008 0.315
H 0.1892 7.6183 2.5041 0.274 0.950 -0.343 0.448
H -0.7107 7.3678 4.8700 0.391 0.380 -0.006 0.477
H -1.8121 5.2758 5.5014 1.266 0.034 -2.194 0.259
H -2.1044 3.5507 3.8034 -0.160 -0.556 0.152 0.398

No. 2
95
Properties=species:S:1:pos:R:3:forces:R:3:lowdin_spin:R:1 method="wB97M-V/def2-TZVPD" multiplicity=5 e_homo_ha="-0.512 / -0.516" charge=+2 homo_lumo_gap_ev="8.36 / 6.45" relative_energy_ev=0.554 e_tot_ha=-3430.1540 lumo_energy_ev="-5.569 / -7.602"
Os 0.2053 -0.1882 0.3347 -0.065 -0.427 -0.669 2.876
N 0.1445 -2.2644 2.9519 -0.046 -0.084 -0.143 0.011
P -0.4349 -0.7236 2.6136 -0.036 -0.126 0.732 0.048
C 0.4517 0.4292 3.6743 0.013 0.061 -0.020 0.006
C 1.7175 0.1141 4.1623 -0.056 0.017 0.002 0.001
C 2.3960 1.0331 4.9496 0.009 -0.009 -0.020 0.001
C 1.8216 2.2655 5.2321 0.017 0.007 0.004 0.002
C 0.5651 2.5869 4.7329 0.011 0.000 -0.037 0.000
C -0.1232 1.6717 3.9522 0.032 -0.045 0.045 0.002
C -2.1226 -0.7506 3.2293 0.006 0.137 -0.118 0.005
C -3.2428 -0.8471 2.4036 0.019 -0.089 0.026 0.000
C -4.5066 -0.9210 2.9725 0.043 0.002 -0.019 0.000
C -4.6524 -0.9111 4.3517 0.005 0.004 0.004 0.000
C -3.5358 -0.8316 5.1754 -0.013 -0.002 0.036 0.000
C -2.2709 -0.7428 4.6220 -0.031 0.016 -0.040 0.001
C 1.0199 -2.9467 2.1176 0.085 0.063 0.003 0.010
C 1.4745 -4.2283 2.4262 -0.004 -0.045 0.085 0.004
C 2.3885 -4.8126 1.5797 0.020 -0.013 -0.014 -0.002
C 2.8277 -4.1207 0.4501 0.053 -0.031 0.021 0.005
C 2.3049 -2.8749 0.2079 -0.027 0.098 0.074 0.011
N 1.4106 -2.2982 1.0276 -0.072 -0.065 0.029 0.132
H -0.2375 -2.7615 3.7448 0.014 0.001 -0.028 0.001
H 2.1611 -0.8497 3.9432 0.010 0.005 0.023 0.000
H 3.3692 0.7830 5.3514 -0.008 0.006 0.003 0.000
H 2.3499 2.9754 5.8548 -0.003 -0.008 -0.003 0.000
H 0.1162 3.5430 4.9669 -0.006 -0.006 0.006 0.000
H -1.1174 1.9090 3.5896 -0.005 0.001 0.046 0.000
H -3.1362 -0.8729 1.3298 -0.008 0.015 0.011 0.000
H -5.3768 -0.9854 2.3334 0.004 -0.002 0.007 0.000
H -5.6403 -0.9636 4.7898 0.008 -0.008 -0.004 0.000
H -3.6516 -0.8274 6.2509 -0.004 0.001 -0.010 0.000
H -1.4068 -0.6558 5.2703 -0.015 0.019 0.004 0.000
H 1.1251 -4.7327 3.3174 0.005 0.005 -0.014 0.001
H 2.7694 -5.8017 1.7979 -0.006 0.005 -0.003 0.000
H 3.5598 -4.5457 -0.2213 -0.010 0.003 -0.001 0.001
H 2.5907 -2.2985 -0.6620 -0.020 0.000 -0.019 0.002
C 1.1678 4.1095 -4.9509 -0.005 0.007 0.021 0.000
O 2.2386 4.3131 -4.0135 -0.012 -0.032 -0.032 0.002
C 2.3116 3.5441 -2.9464 0.000 0.048 0.046 0.006
C 3.4284 3.7827 -2.0956 -0.024 0.025 -0.089 0.019
C 3.5902 3.0395 -0.9777 0.020 -0.014 0.039 0.002
C 2.6584 2.0182 -0.6131 0.030 -0.013 -0.004 0.025
C 2.8715 1.2238 0.5201 -0.040 -0.106 0.237 0.013
C 4.0955 1.3552 1.3710 -0.029 -0.018 0.008 0.001
O 2.0579 0.3048 0.9246 0.193 0.116 -0.097 0.123
C 1.5470 1.8121 -1.4755 -0.207 -0.015 0.096 0.016
O 0.6234 0.8941 -1.2329 0.198 0.112 -0.112 0.182
C 1.3789 2.5653 -2.6251 -0.088 0.003 -0.146 0.015
H 1.3311 4.8309 -5.7427 0.021 0.015 0.005 0.000
H 0.2028 4.2886 -4.4771 -0.001 0.002 0.023 0.000
H 1.2078 3.0985 -5.3557 0.012 -0.006 0.001 0.000
H 4.1301 4.5563 -2.3738 -0.014 0.001 -0.005 0.001
H 4.4447 3.2336 -0.3450 -0.002 -0.042 0.014 0.000
H 4.9867 1.1282 0.7847 0.017 0.035 0.007 0.000
H 4.0291 0.6658 2.2076 -0.005 -0.001 -0.018 0.000
H 4.1917 2.3712 1.7548 0.015 0.008 -0.017 0.001
H 0.5123 2.3622 -3.2388 -0.002 0.024 -0.002 0.001
O -4.7120 2.6828 -2.3181 0.031 0.014 0.027 0.004
S -3.3199 2.4105 -2.4016 -0.122 0.115 -0.090 0.001
O -2.6355 2.4154 -3.6586 0.016 -0.013 -0.024 0.001
N -2.9923 0.9332 -1.6734 -0.029 -0.111 -0.236 0.023
C -2.1635 1.0979 -0.7309 0.327 -0.103 0.426 0.016
O -1.6658 0.0295 -0.0741 -0.333 0.382 -0.118 0.210
C -1.7793 2.4903 -0.3666 -0.008 -0.094 0.104 0.005
C -0.9791 2.9684 0.6566 0.032 -0.034 0.031 0.017
C -0.7866 4.3404 0.7622 -0.029 0.002 -0.036 0.003
C -1.3939 5.2144 -0.1362 0.008 -0.009 0.013 0.000
C -2.2132 4.7372 -1.1541 -0.029 -0.032 -0.037 0.002
C -2.3872 3.3714 -1.2382 0.017 0.050 -0.041 0.000
H -0.5222 2.3052 1.3855 0.016 0.024 -0.041 0.013
H -0.1697 4.7355 1.5587 0.003 0.001 -0.008 0.000
H -1.2365 6.2797 -0.0344 -0.002 -0.003 0.006 0.000
H -2.7012 5.4088 -1.8480 0.005 0.007 0.017 0.000
C -0.7627 -5.9461 -1.7077 0.030 0.088 -0.062 0.000
C 0.3877 -5.1475 -2.3221 -0.096 0.027 0.073 0.001
C -0.0362 -3.8143 -2.9390 0.117 -0.105 0.212 0.011
S -0.9579 -2.7606 -1.7937 -0.222 0.139 0.039 0.016
O 0.1029 -1.7351 -1.3200 0.153 -0.034 -0.128 0.147
C -2.0257 -1.8700 -2.9476 0.185 0.175 -0.027 0.002
C -1.3089 -0.9082 -3.9017 -0.011 -0.095 -0.075 0.001
C -0.8970 -1.4974 -5.2531 -0.041 0.009 0.085 0.000
H -0.4597 -6.9753 -1.5225 0.009 0.014 0.010 0.000
H -1.6257 -5.9726 -2.3774 0.016 -0.034 0.009 0.000
H -1.0880 -5.5200 -0.7572 -0.025 0.001 -0.030 0.000
H 0.8429 -5.7292 -3.1250 0.062 0.036 -0.015 0.000
H 1.1659 -4.9754 -1.5773 0.026 -0.021 0.005 0.000
H -0.6843 -3.9767 -3.7987 -0.041 0.023 -0.013 0.002
H 0.8172 -3.2022 -3.2340 -0.018 -0.020 -0.139 0.000
H -2.7173 -1.3284 -2.3013 0.026 -0.036 -0.029 0.000
H -2.5860 -2.6483 -3.4709 -0.037 -0.027 0.035 0.000
H -0.4438 -0.4793 -3.3887 -0.026 0.041 0.019 0.001
H -1.9929 -0.0778 -4.0781 -0.039 -0.009 0.052 0.000
H -0.0044 -2.1192 -5.1961 0.000 -0.028 0.018 0.000
H -0.6851 -0.6926 -5.9562 0.022 -0.012 0.001 0.000
H -1.7020 -2.0965 -5.6837 0.009 0.019 -0.006 0.000